Density functional theory data (wB97M-V/def2-TZVPD) for C3H4FNO as an isolated structure at a distorted geometry.

```
10
Properties=species:S:1:pos:R:3:forces:R:3:mulliken_charge:R:1
C -0.71603 0.07416 -0.78123 -0.564 0.724 -2.670 -0.6189
C -1.26963 -0.80455 0.03402 -1.372 -0.757 -1.143 -0.2403
C 0.51036 -0.06457 -0.00237 0.905 -0.353 1.286 0.9051
N 1.19682 1.03135 0.56176 0.868 -3.704 -1.311 -0.5020
O -0.28744 -0.89372 0.94260 1.380 -0.481 1.565 -0.4234
F 1.36128 -0.94468 -0.62264 0.323 0.171 0.246 -0.2579
H -0.76717 0.35667 -1.83092 -0.510 0.000 0.447 0.3307
H -2.09417 -1.52854 -0.01751 0.169 0.723 0.445 0.3230
H 0.78609 1.79165 0.18912 -1.350 3.536 -0.747 0.2395
H 1.27990 0.98222 1.52716 0.150 0.143 1.883 0.2442
```
Forces are in eV/Å.

Output
Relative energy (zero: lowest compared OMol25 entry of this formula, charge and spin): 47.4 kcal/mol
LUMO level: 1.10 eV
Calculated total energy: -346.4932 a.u.
Kohn-Sham gap: 10.4 eV
HOMO level: -9.3 eV
Max |F|: 4.0 eV/A

---

Density functional theory data (wB97M-V/def2-TZVPD) for a 3-piece molecular cluster, C3H4FNO overall at a distorted geometry.

```
10
Properties=species:S:1:pos:R:3:forces:R:3:mulliken_charge:R:1
C -1.79446 0.08468 -0.02888 0.412 -0.084 -0.037 -0.2676
C -0.52652 0.51941 -0.12406 -1.240 2.020 -0.184 -0.0382
C 1.77501 0.06603 0.24394 3.426 -7.767 -0.965 0.0356
H -2.73087 0.53962 -0.41279 0.716 -0.420 0.979 0.3131
H -0.21122 1.64427 -0.07386 -0.840 -2.269 -0.633 0.2801
H 0.15088 -1.57359 -1.01380 1.898 4.504 3.445 0.4334
H 2.02243 1.30030 1.25664 -1.077 -3.400 -3.160 0.2628
N 0.45879 -0.43674 -0.18523 1.681 0.067 -0.429 -0.2602
O 2.69131 -0.89739 -0.01226 -3.986 6.857 1.948 -0.5065
F -1.83536 -1.24659 0.35029 -0.989 0.493 -0.964 -0.2525
```
Forces are in eV/Å.

Output
Relative energy (zero: lowest compared OMol25 entry of this formula, charge and spin): 151.9 kcal/mol
LUMO level: -0.91 eV
Calculated total energy: -346.3267 a.u.
Kohn-Sham gap: 7.8 eV
HOMO level: -8.7 eV
Max |F|: 8.5 eV/A

---

Density functional theory data (wB97M-V/def2-TZVPD) for one molecule with the formula C3H4FNO2 at a distorted geometry.

```
11
Properties=species:S:1:pos:R:3:forces:R:3:mulliken_charge:R:1
C 0.04525 -0.60714 0.84551 -2.418 -0.736 1.263 0.1397
C 0.20186 0.95585 -1.08820 -3.665 -1.573 0.514 -1.1940
C 0.36812 -0.54422 -0.62490 0.130 2.589 -0.057 0.4506
N -0.31185 -0.46430 2.05890 2.044 -0.722 -0.369 0.6177
O -1.52570 -0.67240 1.42744 0.227 0.221 -0.780 -0.3943
O -0.04659 -0.39609 3.24387 -0.205 0.320 -1.042 -0.6144
F -0.44634 -1.34725 -1.36271 -0.105 -0.389 0.390 -0.2551
H -0.86211 1.14977 -1.51688 1.581 -0.522 1.158 0.2769
H 0.37275 1.59226 -0.24995 0.249 0.642 0.330 0.3707
H 0.80708 1.13719 -1.89203 1.928 0.577 -1.842 0.3864
H 1.39753 -0.80367 -0.84103 0.235 -0.408 0.436 0.2157
```
Forces are in eV/Å.

Output
Relative energy (zero: lowest compared OMol25 entry of this formula, charge and spin): 168.9 kcal/mol
LUMO level: 0.25 eV
Calculated total energy: -421.5540 a.u.
Structure (SMILES): C[C@H](F)C1=[N+]([O-])O1
Kohn-Sham gap: 9.5 eV
HOMO level: -9.2 eV
Max |F|: 4.0 eV/A

---

Density functional theory data (wB97M-V/def2-TZVPD) for one molecule with the formula C3H4FNO2 at a distorted geometry.

```
11
Properties=species:S:1:pos:R:3:forces:R:3:mulliken_charge:R:1
C 0.12066 -0.51798 -0.61233 -2.026 0.497 1.612 -0.2208
C 1.07866 -0.10711 -1.39114 -0.336 -0.233 0.216 -0.1669
C -0.50812 0.60420 0.28266 5.095 -1.976 -0.955 -0.4917
N -0.71863 -0.13168 1.55777 -3.192 2.284 -2.321 0.8817
O 0.17705 -0.24068 2.28410 2.927 -0.943 2.850 -0.5294
O -1.87173 -0.51432 1.69173 0.225 -0.558 0.469 -0.5435
F 1.80272 -0.82155 -2.19897 0.748 -1.233 -1.030 -0.2187
H -0.32325 -1.49242 -0.38034 0.649 0.085 -0.814 0.3581
H 1.33108 0.90954 -1.43015 0.509 1.352 -0.069 0.2951
H -1.39394 0.93197 -0.04098 -3.388 1.179 -1.141 0.3317
H 0.30550 1.38003 0.23765 -1.211 -0.455 1.183 0.3043
```
Forces are in eV/Å.

Output
Relative energy (zero: lowest compared OMol25 entry of this formula, charge and spin): 102.5 kcal/mol
LUMO level: 0.38 eV
Calculated total energy: -421.6598 a.u.
Structure (SMILES): O=[N+]([O-])C/C=C/F
Kohn-Sham gap: 10.9 eV
HOMO level: -10.5 eV
Max |F|: 5.5 eV/A

---

Density functional theory data (wB97M-V/def2-TZVPD) for a 2-piece molecular cluster, C3H4FNO2 overall at a distorted geometry.

```
11
Properties=species:S:1:pos:R:3:forces:R:3:mulliken_charge:R:1
C -1.71371 0.71126 0.51512 -1.228 -0.219 -1.361 -0.4183
C -2.27090 1.15751 -0.46746 1.290 -0.593 2.366 0.3269
C 0.67202 -0.00854 -0.64548 -2.301 -2.842 -4.378 -0.7696
N 1.20560 -0.89715 0.04944 1.585 -1.855 2.398 0.7277
O 1.16866 -2.12076 -0.04267 -0.261 -0.498 0.007 -0.6687
O 2.04262 -0.37366 1.06698 0.690 2.008 -0.421 -0.4642
F -2.69518 1.85883 -1.41688 -0.609 0.626 -1.076 -0.2236
H -1.40123 -0.08842 1.14749 0.049 0.310 0.257 0.3594
H 2.13027 -0.83840 1.90778 -0.863 -1.156 -0.507 0.3345
H 0.75449 0.97051 -0.55157 0.770 3.952 1.148 0.5173
H 0.10736 -0.37117 -1.56274 0.878 0.269 1.566 0.2786
```
Forces are in eV/Å.

Output
Relative energy (zero: lowest compared OMol25 entry of this formula, charge and spin): 171.9 kcal/mol
LUMO level: 0.57 eV
Calculated total energy: -421.5491 a.u.
Structure (SMILES): C=[N+]([O-])O.C#CF
Kohn-Sham gap: 9.7 eV
HOMO level: -9.2 eV
Max |F|: 5.7 eV/A

---

Density functional theory data (wB97M-V/def2-TZVPD) for one molecule with the formula C3H4FNO2S at a distorted geometry.

```
12
Properties=species:S:1:pos:R:3:forces:R:3:mulliken_charge:R:1
C -3.64436 1.46053 0.47404 -1.366 5.924 6.861 0.4544
C 0.68755 0.00139 -0.28500 -3.612 -2.105 -1.222 -0.9979
C -0.66757 -0.19855 0.54861 -1.640 -0.428 -1.725 -0.4778
N -3.80811 2.26133 1.32431 -0.582 -0.806 -2.051 -0.4001
O -1.66735 -0.93042 -1.58596 -1.411 -1.387 -4.810 -0.4420
O -3.14560 0.53268 -0.07396 1.335 -7.247 -5.753 -0.2808
F -2.99656 -2.09289 0.25416 0.684 2.834 -1.110 -0.2578
S -2.08375 -0.74111 -0.29508 5.184 2.139 7.423 1.0164
H 0.81333 1.01289 -0.45482 -0.249 2.265 -0.758 0.3119
H 1.51225 -0.23332 0.24675 2.451 -1.318 2.259 0.3868
H 0.79362 -0.57330 -1.24627 -0.636 0.629 0.997 0.2882
H -0.83574 0.34723 1.47401 -0.157 -0.501 -0.110 0.3989
```
Forces are in eV/Å.

Output
Relative energy (zero: lowest compared OMol25 entry of this formula, charge and spin): 151.9 kcal/mol
LUMO level (spin up / spin down): -1.77 / -1.78 eV
Calculated total energy: -819.7433 a.u.
Structure (SMILES): CC=[S@@](=O)(F)OC#N
Kohn-Sham gap (spin up / spin down): 7.2 / 7.2 eV
HOMO level (spin up / spin down): -9.0 / -9.0 eV
Max |F|: 9.3 eV/A